Record 1
DFT (ωB97M-V/def2-TZVPD) results for a 3-piece molecular cluster, C4H10N2O overall in a non-equilibrium geometry.

Structure (XYZ):
```
17
Properties=species:S:1:pos:R:3:mulliken_charge:R:1
C 0.2636 -0.1157 -0.7045 0.72
C -0.3565 -1.0767 0.0666 -0.71
C 0.2678 1.3404 -0.3904 -1.47
N -1.9994 -0.3235 -1.0431 -0.50
C 2.3325 -0.4986 1.3554 -0.23
O -2.7500 0.3754 -0.0469 -0.38
N 1.9336 -1.1281 0.3489 -0.56
H -2.7941 1.2733 -0.3999 0.33
H -2.4042 -1.2620 -0.9951 0.26
H 0.5953 -0.3992 -1.6967 0.29
H -0.6887 -0.8352 1.0690 0.29
H -0.3278 -2.1123 -0.2433 0.35
H 1.2967 1.7047 -0.3503 0.44
H -0.2202 1.5584 0.5586 0.32
H -0.2332 1.8920 -1.1893 0.38
H 1.8137 0.3787 1.7916 0.18
H 3.2708 -0.7717 1.8693 0.30
```

Calculated values
**Strongest force on any atom**: 2.090 eV/A
**Kohn-Sham gap (alpha / beta)**: 7.817 / 8.326 eV
**Highest occupied orbital energy (alpha / beta)**: -7.1408 / -7.4603 eV
**Electronic energy**: -342.89975 Eh
**Relative energy (zero: lowest compared OMol25 entry of this formula, charge and spin)**: 189.3 kcal/mol

Record 2
DFT (ωB97M-V/def2-TZVPD) results for a 2-piece molecular cluster, C4H5I overall in a non-equilibrium geometry.

Structure (XYZ):
```
10
Properties=species:S:1:pos:R:3:mulliken_charge:R:1
C -1.2217 1.3892 0.5007 0.14
C -2.0371 0.5339 -0.0840 -0.40
C -0.5843 0.2083 -0.1182 -0.25
C 0.3508 -0.8345 0.3994 -0.73
I -4.0463 -0.0300 -0.1141 0.14
H -1.0019 2.4050 0.9511 0.33
H -0.2172 0.5724 -2.3815 -0.04
H 0.0880 -1.2255 1.5320 0.27
H 1.4373 -0.4080 0.4282 0.26
H 0.3577 -1.7158 -0.3036 0.28
```

Calculated values
**Strongest force on any atom**: 2.962 eV/A
**Kohn-Sham gap (alpha / beta)**: 8.897 / 7.176 eV
**Highest occupied orbital energy (alpha / beta)**: -8.8438 / -7.2079 eV
**Electronic energy**: -452.84332 Eh
**Relative energy (zero: lowest compared OMol25 entry of this formula, charge and spin)**: 128.6 kcal/mol

Record 3
DFT (ωB97M-V/def2-TZVPD) results for one molecule with the formula C4H6O4 in a non-equilibrium geometry.

Structure (XYZ):
```
14
Properties=species:S:1:pos:R:3:mulliken_charge:R:1
O 1.1175 2.0726 1.9202 -0.46
C 1.3947 1.0689 1.2794 0.35
O 2.7390 0.6345 0.5439 -0.54
C 0.5805 -0.0719 0.7339 0.20
O -0.8372 0.0719 1.2199 -0.43
C -0.4262 0.2327 -0.2253 -0.08
C -1.2007 -0.9411 -1.0353 -0.52
O -2.5426 -0.4160 -1.2294 -0.49
H 3.4276 1.1855 1.3474 0.39
H 1.0541 -1.1261 0.7242 0.35
H -0.7619 1.2246 -1.0118 0.24
H -1.1255 -1.9230 -0.3262 0.25
H -0.6628 -0.9170 -1.9018 0.38
H -2.7566 -1.0955 -2.0391 0.36
```

Calculated values
**Strongest force on any atom**: 8.276 eV/A
**Kohn-Sham gap**: 10.928 eV
**Highest occupied orbital energy**: -10.4505 eV
**SMILES string**: O=C(O)[C@H]1O[C@@H]1CO
**Electronic energy**: -456.78540 Eh
**Relative energy (zero: lowest compared OMol25 entry of this formula, charge and spin)**: 147.8 kcal/mol

Record 4
DFT (ωB97M-V/def2-TZVPD) results for one molecule with the formula C3H4F2 in a non-equilibrium geometry.

Structure (XYZ):
```
9
Properties=species:S:1:pos:R:3:mulliken_charge:R:1
C 0.7748 1.2007 0.0844 -0.65
C 0.5936 -0.0904 0.0021 0.34
F 1.5859 -0.9846 0.2214 -0.26
C -0.8881 -0.8121 -0.1525 -0.19
F -1.8286 0.0419 0.2806 -0.25
H 1.6549 1.5210 0.5139 0.33
H -0.0918 1.8785 -0.2061 0.21
H -1.0222 -1.1524 -1.2959 0.22
H -0.7785 -1.6027 0.5520 0.25
```

Calculated values
**Strongest force on any atom**: 4.663 eV/A
**Kohn-Sham gap**: 11.099 eV
**Highest occupied orbital energy**: -10.0270 eV
**SMILES string**: C=C(F)CF
**Electronic energy**: -316.37842 Eh
**Relative energy (zero: lowest compared OMol25 entry of this formula, charge and spin)**: 23.5 kcal/mol

Record 5
DFT (ωB97M-V/def2-TZVPD) results for a 2-piece molecular cluster, C5H14 overall in a non-equilibrium geometry.

Structure (XYZ):
```
19
Properties=species:S:1:pos:R:3:mulliken_charge:R:1
C 1.7863 0.3489 -0.8874 -1.23
C 1.5963 0.5558 0.5798 0.11
C 1.9615 1.9526 1.0931 -1.10
H 2.7566 0.4319 -1.3038 0.41
H 1.0318 1.0382 -1.3862 0.25
H 1.7753 -0.7130 -1.2497 0.33
H 0.6468 0.2653 0.8015 -0.01
H 2.1080 -0.2113 1.1482 0.34
H 2.9172 2.0163 1.5010 0.32
H 2.1427 2.7342 0.2647 0.28
H 1.2154 2.3060 1.8615 0.31
C -1.8459 -1.0389 -0.0306 -0.75
C -3.0484 -1.6450 -0.6298 -1.01
H -2.1004 -0.5874 0.9094 0.30
H -1.0648 -1.6799 0.2840 0.36
H -1.5169 -0.3557 -0.7561 0.22
H -3.5352 -2.3839 0.1323 0.24
H -3.0365 -2.1936 -1.5507 0.35
H -3.7898 -0.8408 -0.7813 0.27
```

Calculated values
**Strongest force on any atom**: 4.076 eV/A
**Kohn-Sham gap**: 12.126 eV
**Highest occupied orbital energy**: -11.0758 eV
**SMILES string**: CCC.CC
**Electronic energy**: -198.84051 Eh
**Relative energy (zero: lowest compared OMol25 entry of this formula, charge and spin)**: 30.5 kcal/mol

Record 6
DFT (ωB97M-V/def2-TZVPD) results for C14H32NO28S7 as an isolated structure in a non-equilibrium geometry.

Structure (XYZ):
```
82
Properties=species:S:1:pos:R:3:mulliken_charge:R:1
N 0.6264 0.8329 -1.5666 -0.43
H 0.4476 1.3576 -0.7223 0.35
H 1.5814 1.0560 -1.8079 0.32
H 0.0310 1.1309 -2.3261 0.38
H 0.6272 -0.1725 -1.4702 0.37
C 6.1521 1.8191 -1.9834 -0.38
C 6.9707 2.3745 -0.8852 -0.22
O 6.8806 1.3641 0.1252 -0.34
S 5.6123 0.2668 -0.0629 1.05
O 4.6483 0.6298 0.9608 -0.47
O 6.0325 -1.1075 -0.1729 -0.50
O 5.1544 0.9467 -1.5369 -0.31
H 6.7888 1.0948 -2.4915 0.32
H 5.7973 2.6087 -2.6459 0.32
H 6.5435 3.2474 -0.3916 0.27
H 8.0008 2.6201 -1.1433 0.28
C 0.4113 7.7790 -3.7378 -0.20
C -0.1781 7.3520 -2.3583 -0.33
O -0.1946 5.9220 -2.5012 -0.30
S -0.8403 5.4439 -4.0059 1.09
O -2.2401 5.7546 -4.1502 -0.47
O -0.3000 4.1396 -4.4637 -0.52
O 0.0782 6.7560 -4.5992 -0.35
H 1.4968 7.8784 -3.7333 0.30
H -0.1402 8.6989 -3.9319 0.26
H -1.1863 7.7398 -2.2117 0.26
H 0.4179 7.4043 -1.4471 0.27
C 0.4615 -7.4525 -4.2684 -0.33
C 1.4700 -7.8246 -3.1385 -0.28
O 1.4970 -6.7180 -2.2525 -0.30
S 0.5849 -5.4346 -2.7752 1.09
O 1.3846 -4.1466 -2.8358 -0.52
O -0.6905 -5.4311 -2.0573 -0.52
O 0.3935 -6.0641 -4.2764 -0.31
H -0.4922 -7.9373 -4.0601 0.27
H 0.8151 -7.6161 -5.2864 0.29
H 2.5041 -7.7637 -3.4777 0.30
H 1.1865 -8.8351 -2.8440 0.30
C 2.2672 3.0326 5.3279 -0.43
C 1.1983 4.0006 5.7555 -0.17
O 1.2217 5.0066 4.8226 -0.28
S 2.3679 4.7757 3.6480 1.02
O 3.0944 6.0163 3.2975 -0.53
O 1.8496 3.9787 2.5400 -0.47
O 3.1812 3.7900 4.6943 -0.30
H 1.8881 2.3522 4.5655 0.25
H 2.6699 2.3087 6.0364 0.36
H 1.5347 4.3626 6.7270 0.27
H 0.2283 3.5120 5.8485 0.26
C 2.4213 -5.4357 3.2846 -0.24
C 1.1453 -6.3780 3.2587 -0.33
O 0.1349 -5.5256 2.7249 -0.33
S 0.3156 -3.9294 3.0515 1.08
O -0.1791 -3.8008 4.4180 -0.55
O -0.0386 -2.9632 1.9723 -0.45
O 1.9658 -4.1036 3.0910 -0.30
H 3.0926 -5.7891 2.5019 0.27
H 2.9683 -5.5041 4.2250 0.27
H 0.7806 -6.6023 4.2611 0.27
H 1.1952 -7.3498 2.7675 0.31
C -5.4687 1.1001 2.9306 -0.19
C -4.3623 0.7329 3.8644 -0.24
O -3.6072 1.8538 3.9590 -0.32
S -3.6306 2.7838 2.5662 1.02
O -2.7212 2.1853 1.5903 -0.48
O -3.4006 4.2344 2.8332 -0.50
O -5.2254 2.3974 2.4992 -0.31
H -6.5181 1.0736 3.2239 0.30
H -5.4468 0.4519 2.0546 0.19
H -3.7103 -0.0175 3.4174 0.25
H -4.6668 0.4120 4.8605 0.28
C -6.9836 -2.4871 -3.1046 -0.24
C -5.9703 -2.9214 -2.0063 -0.30
O -5.3605 -1.6806 -1.7671 -0.30
S -4.8578 -0.8604 -3.0910 1.07
O -3.6629 -1.5335 -3.6659 -0.51
O -4.8540 0.5496 -2.8022 -0.47
O -6.2937 -1.3994 -3.7629 -0.35
H -7.9301 -2.2062 -2.6427 0.27
H -7.2991 -3.2665 -3.7981 0.29
H -5.2226 -3.6285 -2.3655 0.26
H -6.4449 -3.2428 -1.0791 0.27
```

Calculated values
**Strongest force on any atom**: 5.267 eV/A
**Kohn-Sham gap**: 9.450 eV
**Highest occupied orbital energy**: -12.6461 eV
**Electronic energy**: -5500.80364 Eh
**Relative energy (zero: lowest compared OMol25 entry of this formula, charge and spin)**: 177.6 kcal/mol
**Charge**: +1